Here is C15H19BrSiW as an isolated structure at a distorted geometry from OMol25. Energies are from the ωB97M-V functional and the def2-TZVPD basis.

```
37
C15H19BrSiW, DFT the ωB97M-V functional and the def2-TZVPD basis
H -4.50 3.84 -1.15
H 5.16 1.93 2.19
W 0.02 -0.07 0.05
H 2.55 -1.82 -0.60
C -5.38 1.81 -1.57
Br -1.58 1.57 -0.72
C -5.60 1.22 0.65
C 1.50 -1.63 -0.71
H 4.53 -0.68 3.75
C 1.97 0.17 0.73
C -5.02 2.52 0.60
H 6.12 -1.35 3.28
H 1.45 -0.37 -2.57
H -4.76 3.14 1.46
C -5.82 0.78 -0.69
C 5.82 -1.38 0.03
H -5.43 1.80 -2.66
C 5.07 -1.25 2.98
H 0.58 -2.82 0.97
H 5.75 -0.89 -0.96
C -4.89 2.89 -0.77
H 5.39 -2.39 -0.06
C 3.19 -0.09 0.98
C -0.80 -2.00 -0.62
H 6.89 -1.49 0.28
H 4.62 -2.25 2.92
H -1.76 -2.41 -0.36
C -0.52 -1.18 -1.79
H 6.76 1.26 1.72
C 0.46 -2.26 0.05
H 5.60 1.83 0.47
H -6.26 -0.17 -0.99
C 0.91 -0.91 -1.80
H -1.20 -0.95 -2.59
C 5.69 1.32 1.44
Si 4.95 -0.37 1.34
H -5.85 0.66 1.56
```

Output
- M (g/mol) = 491.147
- energy relative to the best compared isomer or geometry (same formula, charge and spin) (kcal per mole) = 34.4
- 2S+1 = 3
- HOMO level (spin up / spin down) (eV) = -7.22 / -7.07
- Kohn-Sham gap (spin up / spin down) (hartree) = 0.2363 / 0.1993

***

Here is C19H34N3O3RuS as an isolated structure from OMol25. Energies are from the ωB97M-V functional and the def2-TZVPD basis.

```
61
C19H34N3O3RuS, DFT the ωB97M-V functional and the def2-TZVPD basis
H -2.11 0.34 -2.50
C 1.47 -0.56 3.00
H 1.94 0.42 2.94
H 4.70 -1.97 -0.05
H -3.58 -0.05 -3.43
H 7.01 -1.01 -1.02
H -3.18 5.14 0.78
C 6.20 1.51 -0.19
C 6.57 -0.93 -0.02
H -4.02 0.45 0.53
H 4.11 1.97 -0.28
C -1.09 1.96 0.00
S 2.60 -0.36 -0.18
H 2.17 -1.33 2.67
H 0.56 -2.77 -3.19
H -3.11 1.63 -3.21
O 0.34 -0.86 -2.42
H -5.27 2.27 -1.68
H 8.00 0.58 0.56
H -0.71 5.27 0.69
C -5.26 1.18 -1.61
H 1.02 -0.68 -4.38
H -1.51 -2.62 -1.90
H 6.59 1.56 -1.20
H -0.34 -2.22 3.13
C -0.48 3.19 0.24
C -3.24 3.05 0.32
H -5.84 0.88 -0.74
C -0.57 -2.75 -1.37
H -2.56 -0.22 -0.24
H 0.95 0.81 -3.40
H -0.44 -3.82 -1.15
H 6.60 0.44 1.64
O 0.31 -0.51 2.16
C 1.20 -0.25 -3.39
N 5.12 -1.06 -0.10
C -3.13 0.65 -2.72
H 0.61 3.25 0.25
H -0.63 -3.59 1.18
C -3.26 0.61 -0.23
C -2.49 1.91 0.04
C -2.60 4.26 0.55
C 0.56 -2.25 -2.23
H 6.34 2.48 0.28
N -3.91 0.69 -1.52
H 0.93 -2.76 0.94
H 1.17 -0.76 4.03
C -0.15 -2.62 1.03
N 4.77 1.21 -0.22
H 2.25 -0.38 -3.12
H 6.96 -1.75 0.59
H -5.73 0.79 -2.52
C -0.47 -1.69 2.19
H -1.52 -1.38 2.11
H 1.53 -2.41 -1.75
H -4.32 3.00 0.37
C 4.28 -0.02 -0.17
Ru 0.23 0.28 -0.18
C -1.22 4.33 0.51
O -0.68 -2.00 -0.15
C 6.92 0.42 0.60
```

Output
- M (g/mol) = 485.636
- energy relative to the best compared isomer or geometry (same formula, charge and spin) (kcal per mole) = 8.4
- 2S+1 = 6
- total charge = +2
- HOMO level (spin up / spin down) (eV) = -13.51 / -13.62
- Kohn-Sham gap (spin up / spin down) (hartree) = 0.3426 / 0.1988

***

Here is C15H36NO4S2SeSi2Sn as an isolated structure at a distorted geometry from OMol25. Energies are from the ωB97M-V functional and the def2-TZVPD basis.

```
62
C15H36NO4S2SeSi2Sn, DFT the ωB97M-V functional and the def2-TZVPD basis
C -1.12 2.69 0.90
O -1.75 0.57 -2.51
H -3.65 -1.53 1.66
H -3.97 -0.09 -2.32
C 6.57 -3.66 3.23
C -4.38 -1.18 0.92
C -4.58 -0.32 -1.45
O -2.63 0.04 -0.03
H -2.23 -2.54 -0.16
H -0.59 2.12 2.92
H -2.01 3.26 -2.29
H -2.41 -1.93 -1.82
H 6.07 -4.62 3.20
H -0.61 4.55 -0.02
C -2.59 3.08 1.12
H -2.89 3.76 0.33
S 3.56 -4.94 -2.87
H -2.74 3.59 2.07
C 0.06 1.89 -3.48
H 0.79 3.62 0.56
Si -1.39 0.59 -0.92
S 0.37 -0.70 -0.64
C -0.22 3.93 0.79
H -0.23 4.51 1.70
C 4.42 -2.40 4.99
Sn 2.15 -2.69 -0.35
H 0.63 0.97 -3.58
H -4.81 -0.24 1.27
C -3.65 -0.95 -0.39
C -1.83 0.91 -4.84
H 3.70 -1.59 5.14
N 3.30 -3.90 -1.84
Si 5.35 -2.25 3.41
C -2.94 -2.19 -0.92
H -5.18 -1.90 0.81
H 7.17 -3.55 2.35
O -1.00 2.09 -0.44
H -2.88 0.62 -4.79
H -1.67 1.56 -5.69
H 6.83 -0.49 2.47
H -1.31 0.81 1.93
H 5.12 -2.36 5.82
O 2.80 -6.17 -3.12
C -0.64 1.67 1.93
H 3.87 -3.33 5.07
C -1.44 1.60 -3.53
H -3.19 2.17 1.10
H -3.36 2.55 -3.21
H -3.65 -2.99 -1.14
C 6.26 -0.62 3.39
Se 3.82 -2.31 1.63
H 7.21 -3.63 4.11
H 0.34 2.56 -4.29
C -2.31 2.84 -3.25
H -5.37 -1.01 -1.72
H -5.02 0.59 -1.04
H 5.59 0.23 3.48
H 0.34 1.31 1.63
H 0.31 2.37 -2.52
H -1.21 0.01 -4.96
H -2.15 3.59 -4.03
H 6.95 -0.59 4.24
```

Output
- M (g/mol) = 612.433
- energy relative to the best compared isomer or geometry (same formula, charge and spin) (kcal per mole) = 36.8
- total charge = -1
- HOMO level (eV) = -4.43
- Kohn-Sham gap (hartree) = 0.2534

***

Here is C25H20LiO2 as an isolated structure at a distorted geometry from OMol25. Energies are from the ωB97M-V functional and the def2-TZVPD basis.

```
48
C25H20LiO2, DFT the ωB97M-V functional and the def2-TZVPD basis
C 0.34 4.02 -2.25
O 0.22 -1.00 1.56
C 1.88 1.14 1.23
C -0.10 -3.04 -0.28
H -3.40 1.80 0.82
C 1.61 0.32 0.14
H -1.05 2.33 1.67
H 1.09 -0.58 -2.34
C 0.50 -1.81 -0.65
H -2.48 3.77 -2.94
C -1.34 2.49 0.62
H 2.46 4.16 -1.62
H -4.11 2.68 -1.40
H 2.22 1.18 5.87
C -0.61 -3.91 -1.23
H -0.72 -6.34 -2.71
H 0.92 -0.92 6.03
C -2.16 3.37 -1.97
C 0.74 -0.40 2.71
H 0.32 4.45 -3.25
O -0.84 -4.43 -3.62
C 0.49 -1.02 3.92
H -0.18 -3.33 0.77
Li -1.17 0.28 0.76
C -0.82 3.48 -1.61
H -1.09 -4.84 -0.93
C -3.07 2.78 -1.09
C 0.97 3.41 -0.12
C 0.13 -2.38 -2.99
C -0.47 -3.60 -2.61
C 1.54 0.74 2.54
H 2.60 2.27 3.65
H 1.47 3.48 0.85
H -0.12 -1.91 3.98
C 2.02 1.35 3.74
C -2.66 2.28 0.17
H 2.63 1.93 1.13
C -0.41 3.07 -0.27
C 1.80 0.74 4.96
C -1.42 -5.72 -3.30
C 1.06 -0.46 5.06
H -2.37 -5.61 -2.76
C 0.86 -0.83 0.33
H 0.22 -2.15 -4.05
C 1.45 3.89 -1.37
C 0.62 -1.51 -2.03
H 2.00 0.55 -0.86
H -1.59 -6.18 -4.27
```

Output
- M (g/mol) = 359.374
- energy relative to the best compared isomer or geometry (same formula, charge and spin) (kcal per mole) = 0.0
- total charge = -1
- HOMO level (eV) = -2.12
- Kohn-Sham gap (hartree) = 0.1603

***

Here is a single C6H12O molecule from OMol25. Energies are from the ωB97M-V functional and the def2-TZVPD basis.

```
19
C6H12O, DFT the ωB97M-V functional and the def2-TZVPD basis
H 2.46 0.40 -1.82
O -2.10 1.15 0.77
H -1.64 -2.00 -0.38
C -2.11 -1.24 0.26
C -0.15 -0.23 1.08
H 0.82 1.05 -1.80
H -2.18 -1.64 1.28
H -1.87 1.18 1.71
C 1.78 1.05 -1.27
H 1.01 1.33 0.73
H 1.61 -1.49 0.90
C 0.97 -0.81 0.33
H -1.12 0.35 -0.81
H 2.18 2.07 -1.32
C 1.63 0.60 0.17
H -3.12 -1.04 -0.11
H 0.76 -1.23 -0.67
C -1.33 0.09 0.24
H 2.58 0.62 0.72
```

Output
- M (g/mol) = 100.161
- energy relative to the best compared isomer or geometry (same formula, charge and spin) (kcal per mole) = 86.3
- HOMO level (eV) = -8.55
- Kohn-Sham gap (hartree) = 0.3393